Record 1
Molecular formula: H42O21
Method: DFT, the ωB97M-V functional and the def2-TZVPD basis

The energy is -43674.8123 eV. The calculation puts the HOMO energy at -9.99 eV. For the gap between HOMO and LUMO, the calculation gives 9.6 eV. The calculation puts the energy above the lowest of the compared OMol25 structures with the same formula, charge and spin at 253.7 kcal per mole.

Geometry (Å):
O (2.64796, -1.77805, 4.38982)
H (1.73792, -2.04476, 4.60924)
H (2.94324, -2.53945, 3.91713)
O (-4.13559, -0.16168, -2.51691)
H (-3.69722, -0.63453, -1.86570)
H (-5.04060, 0.24731, -2.42787)
O (-3.99329, -2.22462, 0.69612)
H (-3.48671, -1.78679, 1.44262)
H (-3.77744, -1.66524, -0.06671)
O (-0.31822, -3.17502, 3.08694)
H (-0.86671, -3.18942, 2.24830)
H (-0.81746, -2.75501, 3.78161)
O (-4.02980, -0.26182, 2.18935)
H (-3.11567, -0.15446, 1.81172)
H (-4.25996, -0.45786, 3.13123)
O (-1.43208, 5.06333, -1.52577)
H (-0.66538, 4.87878, -0.95087)
H (-2.16444, 4.51736, -1.02402)
O (4.55413, 0.62449, 0.63574)
H (4.59234, 1.55436, 0.68341)
H (3.59738, 0.60213, 0.38182)
O (2.49022, -0.61185, 1.44407)
H (3.37473, -0.88167, 0.99064)
H (2.89588, -0.54043, 2.40864)
O (-1.57586, 0.23528, -0.34607)
H (-0.57861, 0.28223, -0.47374)
H (-1.81692, -0.64621, -0.09087)
O (-0.50112, 1.96661, -3.06910)
H (-0.93597, 1.14601, -2.88530)
H (-1.22915, 2.62954, -3.08078)
O (-0.08007, 3.09822, 1.53031)
H (-0.15251, 2.68253, 2.39680)
H (0.53392, 2.72436, 0.88042)
O (0.62009, -3.32297, -2.10241)
H (0.89328, -4.29092, -2.13473)
H (0.15622, -3.14744, -2.87037)
O (-1.54818, -2.85867, 0.60133)
H (-1.42265, -3.01333, -0.32302)
H (-2.36184, -3.39182, 0.70642)
O (-2.44853, 3.09192, -0.32928)
H (-1.79096, 2.79191, 0.44235)
H (-2.23542, 2.48645, -1.03458)
O (1.68638, -4.07047, 1.83798)
H (0.92750, -3.79328, 2.45820)
H (2.48192, -3.52620, 1.93808)
O (0.70648, -1.45543, -4.49075)
H (1.59332, -1.37983, -4.19474)
H (0.72789, -2.23192, -5.07809)
O (4.13830, 1.34042, -2.83305)
H (4.34332, 0.49259, -3.22825)
H (3.80168, 1.27161, -1.97808)
O (2.00461, -1.12160, -1.03780)
H (1.83134, -1.40469, -0.13740)
H (2.60405, -1.56574, -1.60048)
O (0.86051, 1.27840, -0.22838)
H (1.76797, 1.03638, -0.27860)
H (0.42115, 0.95134, -1.00196)
O (-2.23816, 1.40368, 1.64865)
H (-1.53733, 2.02858, 1.78141)
H (-3.05052, 1.96898, 1.53361)
O (2.52619, 3.42382, 0.26993)
H (2.01106, 3.85449, 1.03368)
H (2.05118, 2.87376, -0.24974)


Record 2
Molecular formula: H4INP2
Method: DFT, the ωB97M-V functional and the def2-TZVPD basis

The energy is -28229.3237 eV. The calculation puts the HOMO energy at -8.72 eV. For the gap between HOMO and LUMO, the calculation gives 8.2 eV. The calculation puts the energy above the lowest of the compared OMol25 structures with the same formula, charge and spin at 59.1 kcal per mole.

Geometry (Å):
N (0.28404, 1.37537, -0.06783)
P (-0.26136, -1.16347, 0.57568)
P (0.84573, -0.00085, -0.81427)
I (-0.90477, 2.78527, -0.88270)
H (-0.51616, 0.76437, 1.01091)
H (-1.46949, -1.07544, -0.09365)
H (-0.12593, -2.52765, 0.15982)
H (2.14794, -0.15759, 0.11206)


Record 3
Molecular formula: H4INP2
Method: DFT, the ωB97M-V functional and the def2-TZVPD basis

The energy is -28229.9785 eV. The calculation puts the HOMO energy at -9.36 eV. For the gap between HOMO and LUMO, the calculation gives 8.3 eV. The calculation puts the energy above the lowest of the compared OMol25 structures with the same formula, charge and spin at 44.0 kcal per mole.

Geometry (Å):
N (-1.83430, -0.96398, -0.25608)
P (0.54508, 1.53021, -0.00432)
P (-2.17561, -2.48121, -0.13020)
I (-3.51435, 0.43484, 0.05468)
H (-0.68453, 1.67861, -0.61598)
H (0.78373, 0.42218, -0.65864)
H (0.03788, 0.84528, 1.02430)
H (-0.79609, -3.10246, -0.28333)


Record 4
Molecular formula: H4IO2
Method: DFT, the ωB97M-V functional and the def2-TZVPD basis

The energy is -12263.0022 eV. The calculation puts the HOMO energy at -3.36 eV. For the gap between HOMO and LUMO, the calculation gives 6.5 eV. As for the net charge: -1. The calculation puts the energy above the lowest of the compared OMol25 structures with the same formula, charge and spin at 15.4 kcal per mole.

Geometry (Å):
I (-1.40414, 0.65427, 1.26232)
O (-3.09916, -0.51321, -4.81725)
H (-2.50872, -0.19370, -4.13494)
H (-2.82306, -0.05158, -5.60902)
O (3.31182, 0.14661, 4.80570)
H (4.00493, -0.16226, 4.22224)
H (2.51836, 0.11989, 4.27096)


Record 5
Molecular formula: H4IO2
Method: DFT, the ωB97M-V functional and the def2-TZVPD basis

The energy is -12263.3857 eV. The calculation puts the HOMO energy at -3.92 eV. For the gap between HOMO and LUMO, the calculation gives 7.7 eV. As for the net charge: -1. The calculation puts the energy above the lowest of the compared OMol25 structures with the same formula, charge and spin at 6.6 kcal per mole.

Geometry (Å):
I (1.98257, -1.59029, -0.19547)
O (-1.64724, -0.87128, 0.34697)
H (-0.93602, -1.36247, 0.06302)
H (-1.31182, -0.26596, 1.02823)
O (0.37180, 1.44458, -0.72316)
H (1.11262, 0.82327, -0.67857)
H (0.42808, 1.82214, 0.15899)


Record 6
Molecular formula: H4KO2
Method: DFT, the ωB97M-V functional and the def2-TZVPD basis

The energy is -20479.7177 eV. The calculation puts the HOMO energy at -15.82 eV. For the gap between HOMO and LUMO, the calculation gives 11.5 eV. As for the net charge: +1. The calculation puts the energy above the lowest of the compared OMol25 structures with the same formula, charge and spin at 15.0 kcal per mole.

Geometry (Å):
K (0.14044, 0.74037, -1.98748)
O (-0.32074, 1.23794, 0.94442)
H (0.56504, 1.60999, 0.68804)
H (-1.07573, 1.82012, 0.63899)
O (0.16419, -1.60042, -0.39791)
H (-0.46030, -1.79970, 0.31538)
H (0.98709, -2.00830, -0.20144)


Record 7
Molecular formula: H4N2
Method: DFT, the ωB97M-V functional and the def2-TZVPD basis

The energy is -3043.0560 eV. The calculation puts the HOMO energy at -9.18 eV. For the gap between HOMO and LUMO, the calculation gives 10.5 eV. The calculation puts the energy above the lowest of the compared OMol25 structures with the same formula, charge and spin at 21.9 kcal per mole.

Geometry (Å):
N (0.66097, -0.10742, 0.12008)
N (-0.80963, -0.01524, -0.23521)
H (1.07900, -0.64648, -0.59631)
H (1.19427, 0.88569, -0.20256)
H (-1.08665, 0.69971, 0.41782)
H (-1.03796, -0.81626, 0.49618)


Record 8
Molecular formula: H4N2O2
Method: DFT, the ωB97M-V functional and the def2-TZVPD basis

The energy is -7134.2180 eV. The calculation puts the HOMO energy (spin up / spin down) at -7.97 / -9.88 eV. For the gap between HOMO and LUMO (spin up / spin down), the calculation gives 9.1 / 9.0 eV. The expectation value of S² is 2.0082. As for the spin multiplicity: 3.

Geometry (Å):
N (-0.48028, 1.21807, -0.77765)
N (0.39149, -0.99518, 0.51930)
O (-0.46485, -0.04771, -1.13968)
O (0.81226, -0.32172, 1.54450)
H (0.41126, 1.56646, -0.41313)
H (-1.26739, 1.46457, -0.17458)
H (-0.48081, -1.52724, 0.58697)
H (1.07831, -1.35724, -0.14572)


Record 9
Molecular formula: H4N2O2P
Method: DFT, the ωB97M-V functional and the def2-TZVPD basis

The energy is -16429.2859 eV. The calculation puts the HOMO energy at -4.57 eV. For the gap between HOMO and LUMO, the calculation gives 9.2 eV. As for the net charge: -1. The calculation puts the energy above the lowest of the compared OMol25 structures with the same formula, charge and spin at 97.5 kcal per mole.

Geometry (Å):
N (1.13680, 1.13695, 0.70512)
N (2.33203, 1.31132, 0.39077)
O (-0.24766, -0.36293, -1.23305)
O (-2.28036, -1.86637, -1.39243)
P (-1.43791, -0.98254, -0.56517)
H (0.59675, 0.60819, -0.13276)
H (-2.12013, 0.00609, 0.20382)
H (3.05483, 1.52420, 1.24732)
H (-1.03436, -1.37490, 0.77638)


Record 10
Molecular formula: H4N2O2S
Method: DFT, the ωB97M-V functional and the def2-TZVPD basis

The energy is -17975.1430 eV. The calculation puts the HOMO energy at -10.61 eV. For the gap between HOMO and LUMO, the calculation gives 11.3 eV. The calculation puts the energy above the lowest of the compared OMol25 structures with the same formula, charge and spin at 0.1 kcal per mole.

Geometry (Å):
N (-1.27834, 0.84506, -0.30054)
S (0.00094, -0.15452, 0.01238)
N (1.21527, 0.98674, 0.04715)
O (0.32898, -1.04003, -1.08682)
O (-0.25078, -0.70651, 1.33266)
H (-2.15198, 0.45012, 0.05352)
H (-1.32405, 1.10262, -1.26704)
H (1.16656, 1.53472, 0.90564)
H (2.11034, 0.53456, -0.08324)